{"formula": "CH8NO", "method": "wB97M-V/def2-TZVPD", "species": ["O", "N", "C", "H", "H", "H", "H", "H", "H", "H", "H"], "coordinates": [[0.02021, 0.79341, 0.34369], [-1.44985, -1.16161, -0.85175], [1.59914, 0.94808, 0.57078], [-1.26985, -2.15731, -0.75138], [1.91976, 0.06171, 1.11384], [1.80713, 1.96622, 0.94149], [-1.13635, -0.75203, -1.75316], [-0.34900, 1.02945, 1.30593], [-2.27554, -0.72775, -0.34358], [-0.76513, -0.82982, -0.08021], [1.89946, 0.82966, -0.49565]], "forces_ev_per_angstrom": [[1.149, 0.804, 4.287], [1.251, 1.283, 2.872], [-2.492, -0.443, -2.388], [-1.105, -0.386, -0.614], [0.123, 0.531, 0.419], [-0.071, -0.844, 0.068], [-0.655, -0.228, 0.763], [1.005, -0.627, -3.157], [0.340, -1.152, -1.759], [0.201, 0.704, -1.461], [0.253, 0.357, 0.970]], "lumo_energy_ev": -4.1, "total_charge": 1, "relative_energy_kcal_mol": 36.9, "largest_force_ev_per_a": 4.5, "orbital_gap_ha": 0.4185}

=====

{"formula": "C24H21N5O3S", "method": "wB97M-V/def2-TZVPD", "species": ["S", "O", "O", "O", "N", "N", "N", "N", "N", "C", "C", "C", "C", "C", "C", "C", "C", "C", "C", "C", "C", "C", "C", "C", "C", "C", "C", "C", "C", "C", "C", "C", "C", "H", "H", "H", "H", "H", "H", "H", "H", "H", "H", "H", "H", "H", "H", "H", "H", "H", "H", "H", "H", "H"], "coordinates": [[-0.21080, 3.10338, 0.30389], [-0.60662, 3.94824, 1.38153], [-3.79527, -1.61167, -3.17643], [0.51077, 3.68597, -0.78951], [-0.77627, 0.35624, 1.72627], [1.14469, -1.62012, 0.94970], [-4.53664, -0.60174, -1.26806], [0.84994, 1.89245, 0.91835], [2.42413, 0.31222, 0.30238], [-3.68759, 1.11620, 0.15432], [0.37646, 0.64278, 1.22085], [-2.52139, -2.73098, 2.56274], [-4.61656, -1.50468, -2.29977], [-5.86509, -2.35420, -2.21254], [3.60637, -0.22459, -0.20476], [3.81496, -1.60308, -0.20544], [-2.70127, 2.00798, 0.51927], [4.99145, -2.12448, -0.70480], [2.17608, 1.74369, 0.35569], [5.77138, 0.06816, -1.21076], [4.60016, 0.60946, -0.71460], [-1.57169, 2.11816, -0.26851], [7.25462, -1.87878, -1.77448], [-3.53296, 0.31710, -0.98273], [5.98997, -1.30308, -1.21461], [1.35657, -0.34223, 0.83323], [-2.39336, 0.45678, -1.77670], [-1.58642, -3.69412, 2.17540], [-0.37524, -3.31893, 1.64874], [-2.24196, -1.39368, 2.41998], [-1.01591, -0.98627, 1.88340], [-1.41160, 1.35756, -1.40978], [-0.06515, -1.96158, 1.49152], [2.20482, 2.21178, -0.63798], [-5.86520, -2.92435, -1.28583], [-0.51831, 1.47519, -2.00330], [-5.29307, -0.61718, -0.59718], [-4.57444, 1.01357, 0.76289], [8.09139, -1.20175, -1.61857], [7.14821, -2.03973, -2.84790], [0.35997, -4.04839, 1.34686], [6.53106, 0.72976, -1.60148], [3.04770, -2.24854, 0.18752], [-6.75276, -1.72576, -2.24014], [-2.77465, 2.61174, 1.40819], [4.46955, 1.67965, -0.72874], [-2.94263, -0.62949, 2.71816], [7.48275, -2.83594, -1.31183], [-1.82058, -4.74169, 2.29493], [-3.46706, -3.04449, 2.98055], [-2.28076, -0.15180, -2.65816], [2.91007, 2.24377, 1.00619], [-5.88764, -3.04096, -3.05337], [5.13670, -3.19503, -0.69648]], "forces_ev_per_angstrom": [[0.065, -0.103, -0.143], [-0.245, -0.351, 0.146], [0.191, -0.026, -0.192], [-0.022, -0.230, -0.150], [0.903, 0.356, 0.097], [0.486, 0.666, -0.168], [-0.226, 0.164, 0.363], [-0.525, 0.628, -0.259], [-0.359, 0.177, 0.142], [0.078, 0.058, -0.106], [-0.905, -0.971, 0.690], [-0.154, 0.121, 0.066], [-0.407, -0.174, 0.120], [0.112, -0.103, -0.209], [0.354, -0.185, -0.142], [-0.115, -0.087, 0.060], [-0.184, 0.089, -0.090], [0.104, 0.222, -0.060], [0.883, 0.878, -0.430], [-0.024, -0.124, 0.025], [-0.180, 0.043, 0.063], [0.452, 0.620, 0.148], [-0.045, 0.012, -0.084], [0.304, 0.214, 0.031], [0.000, 0.012, 0.041], [-0.530, -0.751, 0.109], [0.111, -0.110, -0.142], [0.111, -0.115, -0.047], [-0.130, 0.026, 0.069], [0.019, -0.155, 0.010], [0.109, -0.495, -0.153], [-0.046, 0.051, -0.003], [-0.503, 0.142, 0.219], [0.140, -0.149, 0.186], [-0.042, -0.039, 0.089], [0.096, -0.061, -0.139], [0.112, -0.071, -0.177], [-0.095, -0.001, 0.081], [0.099, -0.008, -0.005], [0.082, -0.046, -0.064], [0.084, -0.070, -0.044], [0.079, 0.074, -0.029], [0.064, -0.044, -0.025], [-0.093, 0.036, 0.033], [-0.089, -0.004, 0.154], [-0.023, 0.136, 0.008], [-0.093, 0.088, 0.039], [0.077, -0.059, 0.006], [-0.003, -0.084, 0.001], [-0.072, -0.007, 0.040], [0.008, 0.026, 0.000], [-0.045, -0.122, -0.193], [0.022, 0.020, 0.003], [0.010, -0.116, 0.015]], "lumo_energy_ev": 0.0, "relative_energy_kcal_mol": 2.4, "largest_force_ev_per_a": 1.5, "smiles": "CC(=O)Nc1ccc(S(=O)(=O)N2CN(c3ccc(C)cc3)c3nc4ccccc4nc32)cc1", "orbital_gap_ha": 0.2852}

=====

{"formula": "C5H9NO", "method": "wB97M-V/def2-TZVPD", "species": ["O", "N", "C", "C", "C", "C", "C", "H", "H", "H", "H", "H", "H", "H", "H", "H"], "coordinates": [[0.65617, 2.21302, -2.79012], [-0.33856, -1.69032, 2.62334], [-0.60365, -0.36050, 0.65645], [0.62124, 0.27682, -1.45456], [-0.16546, 0.75540, -0.22721], [-0.13424, -0.55442, 1.95475], [0.32890, 1.05329, -2.71129], [0.72723, -0.79863, -1.65167], [1.67741, 0.45689, -1.22261], [-0.38745, -1.57178, 3.61626], [0.41105, 0.26822, 2.40898], [-0.33441, 0.74076, -3.53543], [0.55078, 1.39114, 0.29360], [-0.51731, -2.51747, 2.08767], [-1.41705, -1.00471, 0.33144], [-1.07465, 1.34228, -0.37960]], "forces_ev_per_angstrom": [[0.446, -0.305, 0.304], [0.285, 2.332, -0.746], [0.249, 0.134, -0.380], [1.430, -1.045, -0.741], [0.054, -0.309, 1.196], [0.045, -0.483, -0.411], [-0.922, 1.912, -0.354], [-1.126, -0.035, 0.166], [-0.123, 0.491, -0.067], [0.354, -1.009, 0.626], [-0.199, -0.124, 0.460], [0.194, -1.056, 0.243], [-0.408, 0.162, 0.303], [-0.604, -0.599, 0.397], [0.245, -0.175, -0.252], [0.079, 0.109, -0.743]], "s2": 0.76, "lumo_energy_ev": [-4.1, -7.5], "total_charge": 1, "relative_energy_kcal_mol": 32.2, "largest_force_ev_per_a": 2.5, "spin_multiplicity": 2, "orbital_gap_ha": [0.3332, 0.2075]}